{
  "formula": "C34H42FIrN4OSi",
  "method": "ωB97M-V/def2-TZVPD",
  "total_energy_ha": -2108.1342,
  "charge": 2,
  "species": ["Ir", "C", "Si", "C", "C", "N", "C", "C", "C", "C", "C", "C", "F", "H", "H", "H", "H", "H", "H", "H", "H", "H", "H", "H", "H", "H", "C", "C", "C", "C", "C", "C", "C", "C", "N", "C", "C", "C", "C", "N", "C", "C", "C", "C", "C", "C", "C", "C", "H", "H", "H", "H", "H", "H", "H", "H", "H", "H", "H", "H", "H", "H", "H", "H", "H", "H", "H", "H", "H", "H", "H", "H", "O", "N", "C", "C", "C", "C", "C", "H", "H", "H", "H", "H"],
  "positions_angstrom": [[0.148, 0.074, 0.011], [1.020, 2.761, 1.349], [1.353, 1.321, 2.533], [-0.238, 0.639, 3.305], [2.543, 1.890, 3.863], [1.732, 0.000, 1.394], [2.808, -0.837, 1.376], [3.872, -0.744, 2.305], [4.959, -1.586, 2.247], [5.045, -2.579, 1.276], [4.019, -2.726, 0.353], [2.954, -1.865, 0.414], [1.977, -1.994, -0.513], [0.480, 3.547, 1.883], [0.418, 2.490, 0.473], [1.956, 3.186, 0.983], [-0.815, 1.435, 3.781], [-0.005, -0.109, 4.066], [-0.865, 0.150, 2.553], [2.050, 2.708, 4.393], [3.478, 2.280, 3.457], [2.777, 1.120, 4.599], [3.819, 0.015, 3.072], [5.760, -1.474, 2.965], [5.911, -3.223, 1.227], [4.051, -3.490, -0.412], [-3.156, -1.017, 1.104], [-2.508, -2.361, 1.229], [-3.019, -3.293, 2.115], [-2.450, -4.552, 2.232], [-1.336, -4.865, 1.479], [-0.793, -3.965, 0.569], [0.441, -4.382, -0.185], [-1.411, -2.708, 0.420], [-0.884, -1.784, -0.528], [-0.872, -2.008, -1.788], [-1.655, -3.109, -2.425], [-0.090, -1.100, -2.676], [0.227, -1.578, -4.056], [0.311, 0.022, -2.205], [0.897, 1.028, -3.023], [0.068, 1.646, -3.982], [-1.409, 1.364, -4.052], [0.615, 2.590, -4.835], [1.950, 2.946, -4.752], [2.744, 2.382, -3.771], [2.242, 1.434, -2.891], [3.171, 0.836, -1.876], [-3.857, -0.849, 1.919], [-3.708, -0.945, 0.167], [-2.392, -0.239, 1.129], [-3.874, -3.032, 2.724], [-2.882, -5.280, 2.905], [-0.871, -5.836, 1.589], [0.296, -5.365, -0.634], [1.278, -4.471, 0.511], [0.723, -3.678, -0.960], [-2.281, -3.614, -1.694], [-1.003, -3.851, -2.889], [-2.286, -2.688, -3.210], [0.756, -2.532, -3.995], [0.857, -0.862, -4.577], [-0.675, -1.744, -4.645], [-1.847, 1.488, -3.062], [-1.635, 0.359, -4.415], [-1.891, 2.072, -4.721], [-0.024, 3.059, -5.571], [2.362, 3.668, -5.444], [3.782, 2.679, -3.694], [4.035, 1.481, -1.729], [3.534, -0.141, -2.201], [2.665, 0.720, -0.925], [-1.454, 1.632, -0.410], [-2.756, 1.860, -0.372], [-3.567, 1.390, -1.338], [-4.913, 1.678, -1.342], [-5.450, 2.452, -0.324], [-4.603, 2.913, 0.673], [-3.262, 2.603, 0.629], [-3.088, 0.780, -2.087], [-5.531, 1.300, -2.143], [-6.506, 2.683, -0.303], [-4.970, 3.524, 1.485], [-2.551, 2.939, 1.369]],
  "forces_ev_per_angstrom": [[0.2, -0.1, 0.1], [0.1, -0.3, 0.4], [-0.9, 0.5, 0.2], [0.4, 0.5, 0.1], [0.0, -0.3, -0.3], [-1.8, -0.5, -2.4], [1.0, -1.0, 0.1], [-0.5, 0.1, -0.2], [0.2, -0.1, 0.0], [-0.1, 0.1, 0.0], [0.2, 0.0, 0.0], [-0.2, 0.5, 0.4], [0.1, 0.1, -0.2], [-0.1, 0.0, -0.1], [0.0, 0.1, 0.0], [0.0, -0.1, 0.0], [-0.1, -0.1, 0.1], [0.0, 0.0, 0.0], [0.0, 0.0, 0.0], [-0.1, 0.0, 0.0], [0.0, 0.0, 0.0], [-0.1, 0.0, 0.0], [0.1, -0.1, 0.0], [0.0, 0.0, 0.0], [0.0, 0.0, 0.0], [0.0, 0.0, 0.0], [0.0, 0.0, 0.0], [0.1, 0.2, -0.3], [0.0, -0.1, 0.1], [0.0, 0.1, -0.1], [-0.1, -0.1, 0.1], [0.1, 0.2, -0.3], [-0.1, -0.1, 0.0], [-0.2, -0.7, 0.7], [1.2, 1.9, 0.5], [-0.3, -0.3, 0.1], [0.0, -0.1, 0.1], [0.2, 0.2, -0.4], [0.0, 0.1, -0.1], [0.1, -0.2, 2.1], [0.4, 0.9, -0.6], [-0.1, -0.1, 0.2], [0.1, 0.0, 0.1], [0.0, 0.1, -0.1], [0.0, 0.0, 0.0], [-0.1, 0.1, -0.2], [-0.3, -0.5, 0.2], [-0.1, 0.0, -0.1], [0.0, 0.0, 0.0], [0.0, 0.1, -0.1], [-0.1, 0.1, -0.1], [0.0, 0.0, 0.0], [0.1, 0.0, 0.0], [0.0, 0.0, 0.0], [0.0, 0.0, 0.0], [0.0, 0.0, -0.1], [0.0, -0.2, 0.0], [0.0, 0.0, 0.0], [0.0, 0.0, 0.0], [0.0, 0.0, 0.0], [0.0, 0.0, 0.1], [0.0, 0.0, 0.0], [0.0, 0.0, 0.0], [0.2, 0.0, -0.3], [-0.1, 0.0, 0.0], [0.0, 0.0, 0.0], [0.0, 0.0, 0.0], [0.0, 0.0, 0.0], [0.0, 0.0, 0.1], [0.0, 0.0, 0.0], [0.0, -0.1, 0.1], [0.0, -0.1, 0.3], [0.7, -0.5, -0.4], [-0.7, -0.3, 0.2], [0.0, -0.2, 0.0], [0.0, 0.1, 0.1], [0.1, 0.0, 0.0], [-0.1, 0.0, -0.1], [0.2, 0.1, 0.1], [-0.1, 0.0, 0.2], [0.0, 0.0, 0.0], [0.0, 0.0, 0.0], [0.0, 0.0, 0.0], [0.1, 0.0, -0.1]]
}

{
  "formula": "C34H42Ge2IN3O2V",
  "method": "ωB97M-V/def2-TZVPD",
  "total_energy_ha": -7030.5765,
  "charge": 2,
  "s_squared": 1.245,
  "multiplicity": 2,
  "species": ["V", "I", "C", "C", "C", "C", "C", "C", "C", "C", "C", "C", "H", "H", "H", "H", "H", "H", "C", "C", "Ge", "C", "C", "C", "C", "Ge", "C", "C", "C", "C", "C", "C", "C", "C", "C", "C", "H", "H", "H", "H", "H", "H", "H", "H", "H", "H", "H", "H", "H", "H", "H", "H", "H", "H", "H", "H", "H", "H", "H", "H", "H", "H", "O", "C", "C", "C", "C", "O", "N", "H", "H", "H", "H", "C", "C", "N", "C", "C", "N", "H", "H", "H", "H", "H", "H"],
  "positions_angstrom": [[0.768, -0.325, -0.150], [0.401, -0.300, 2.624], [2.522, -0.190, 2.700], [3.104, -0.147, 3.932], [4.512, -0.083, 4.015], [5.267, -0.062, 2.879], [4.661, -0.106, 1.601], [5.441, -0.087, 0.414], [4.870, -0.140, -0.824], [3.466, -0.198, -0.934], [2.672, -0.225, 0.187], [3.251, -0.175, 1.489], [2.509, -0.161, 4.835], [4.980, -0.052, 4.990], [6.347, -0.013, 2.944], [6.518, -0.023, 0.511], [5.485, -0.120, -1.713], [3.018, -0.207, -1.927], [-0.200, -1.796, -4.741], [0.675, -1.313, -3.576], [-0.174, 0.119, -2.500], [0.415, 1.864, -3.176], [0.050, 2.003, -4.660], [-2.108, 0.061, -2.805], [-3.215, 0.338, -2.108], [-3.208, 0.808, -0.218], [-3.170, -0.760, 0.930], [-4.332, -1.740, 0.716], [-3.948, 2.429, 0.525], [-5.426, 2.315, 0.923], [-4.588, 0.267, -2.676], [-5.686, 0.187, -1.820], [-6.985, 0.103, -2.298], [-7.206, 0.102, -3.666], [-6.125, 0.187, -4.538], [-4.832, 0.268, -4.050], [0.312, -2.588, -5.290], [-0.410, -0.994, -5.450], [-1.157, -2.196, -4.403], [1.608, -0.884, -3.951], [0.951, -2.143, -2.925], [1.494, 1.951, -3.027], [-0.060, 2.654, -2.590], [0.515, 1.223, -5.265], [0.396, 2.961, -5.049], [-1.030, 1.955, -4.813], [-2.277, -0.253, -3.837], [-3.128, -0.424, 1.969], [-2.214, -1.243, 0.703], [-5.274, -1.326, 1.076], [-4.160, -2.666, 1.265], [-4.464, -1.992, -0.337], [-3.787, 3.241, -0.185], [-3.328, 2.614, 1.406], [-6.074, 2.259, 0.050], [-5.724, 3.194, 1.495], [-5.616, 1.442, 1.551], [-5.544, 0.159, -0.741], [-7.819, 0.037, -1.610], [-8.214, 0.041, -4.054], [-6.295, 0.198, -5.607], [-4.013, 0.360, -4.754], [-1.297, 1.153, -0.089], [-0.432, 2.102, 0.033], [-0.652, 3.566, 0.238], [0.786, 4.087, 0.330], [1.667, 2.868, 0.096], [2.853, 2.829, 0.050], [0.808, 1.723, -0.062], [-1.246, 3.744, 1.135], [-1.211, 3.973, -0.607], [1.022, 4.501, 1.309], [1.022, 4.851, -0.408], [-1.630, -3.107, -1.305], [-0.353, -3.331, -0.578], [0.540, -2.429, -0.173], [1.555, -3.150, 0.475], [1.265, -4.465, 0.431], [0.062, -4.557, -0.232], [-1.832, -2.049, -1.427], [-2.465, -3.554, -0.763], [-1.589, -3.564, -2.295], [2.422, -2.682, 0.905], [1.796, -5.322, 0.806], [-0.438, -5.411, -0.424]],
  "forces_ev_per_angstrom": [[0.0, -0.3, 0.5], [0.2, 0.0, 0.0], [-0.2, 0.0, 0.0], [0.1, 0.0, 0.0], [-0.1, 0.0, 0.0], [0.0, 0.0, 0.0], [0.0, 0.0, 0.0], [0.0, 0.0, 0.1], [0.0, 0.0, -0.1], [0.0, 0.0, 0.1], [0.1, -0.2, 0.2], [0.1, 0.0, -0.1], [0.0, 0.0, 0.0], [0.0, 0.0, 0.0], [0.0, 0.0, 0.0], [0.0, 0.0, 0.0], [0.0, 0.0, 0.0], [0.0, 0.0, 0.0], [0.1, 0.0, 0.0], [0.0, 0.0, 0.0], [-0.3, 0.1, -0.9], [0.0, 0.0, 0.0], [0.1, 0.0, 0.1], [0.0, -0.1, -0.1], [-0.3, 0.1, 0.0], [0.5, 0.0, -0.1], [-0.2, 0.0, 0.0], [0.1, 0.0, 0.1], [-0.2, 0.0, -0.1], [0.0, 0.1, 0.1], [0.0, -0.1, -0.1], [0.1, 0.0, 0.1], [0.0, 0.0, -0.1], [0.0, 0.0, 0.0], [0.0, 0.0, 0.0], [0.0, 0.1, -0.1], [0.0, 0.0, 0.0], [0.0, 0.0, 0.0], [0.0, 0.0, 0.0], [0.0, 0.0, 0.0], [0.0, -0.1, 0.0], [0.0, 0.0, 0.0], [0.0, 0.0, 0.0], [0.0, 0.0, 0.0], [0.0, 0.0, 0.0], [0.0, 0.0, 0.0], [0.0, 0.0, 0.0], [0.0, 0.0, 0.0], [0.0, 0.0, 0.1], [0.0, 0.0, 0.0], [0.0, 0.0, 0.0], [0.0, 0.0, 0.0], [0.0, 0.1, 0.1], [0.0, 0.1, 0.0], [0.0, 0.0, 0.0], [0.0, 0.0, 0.0], [0.0, 0.0, 0.0], [0.0, 0.0, 0.0], [0.0, 0.0, 0.0], [0.0, 0.0, 0.0], [0.0, 0.0, 0.0], [0.0, 0.0, 0.0], [0.0, -0.3, 0.2], [0.1, 0.1, -0.1], [-0.1, 0.0, 0.0], [-0.1, 0.0, 0.0], [-0.2, 0.0, 0.0], [0.1, -0.1, 0.0], [-0.1, 0.7, 0.1], [0.0, 0.0, 0.0], [0.0, 0.0, 0.0], [0.0, 0.0, 0.0], [0.0, 0.0, 0.0], [0.0, -0.1, 0.0], [0.1, 0.1, 0.0], [0.0, -0.3, 0.1], [0.0, 0.1, -0.1], [-0.1, 0.0, 0.0], [0.1, -0.2, 0.1], [0.0, 0.1, 0.0], [0.0, 0.0, 0.0], [0.0, 0.0, 0.0], [0.0, 0.1, 0.0], [0.0, 0.0, 0.0], [0.0, 0.0, 0.0]]
}

{
  "formula": "C34H43AsN5O4PdSi2",
  "method": "ωB97M-V/def2-TZVPD",
  "total_energy_ha": -4838.9762,
  "charge": -1,
  "species": ["Pd", "C", "O", "C", "C", "C", "C", "C", "C", "N", "N", "C", "O", "C", "C", "C", "C", "C", "C", "C", "O", "H", "H", "H", "H", "H", "H", "H", "H", "H", "H", "H", "H", "C", "C", "C", "C", "C", "N", "C", "O", "N", "C", "C", "C", "C", "N", "C", "C", "C", "H", "H", "H", "H", "H", "H", "H", "H", "H", "H", "H", "H", "H", "C", "Si", "C", "C", "As", "Si", "C", "C", "C", "H", "H", "H", "H", "H", "H", "H", "H", "H", "H", "H", "H", "H", "H", "H", "H", "H", "H"],
  "positions_angstrom": [[0.578, -0.162, -0.864], [-0.082, 4.356, -2.690], [1.171, 3.877, -3.160], [2.041, 3.572, -2.134], [3.185, 4.323, -1.999], [4.103, 4.047, -0.985], [3.803, 3.047, -0.086], [2.647, 2.263, -0.202], [2.323, 1.399, 0.926], [1.346, 0.577, 0.992], [1.171, -0.056, 2.201], [-0.106, -0.316, 2.454], [-1.116, 0.059, 1.824], [-0.307, -1.151, 3.701], [-1.603, -1.348, 4.165], [-1.842, -2.132, 5.286], [-0.785, -2.733, 5.953], [0.513, -2.542, 5.494], [0.751, -1.755, 4.376], [1.768, 2.454, -1.299], [0.731, 1.713, -1.575], [-0.703, 4.528, -3.569], [-0.559, 3.624, -2.037], [0.050, 5.299, -2.150], [3.349, 5.125, -2.709], [5.011, 4.627, -0.890], [4.460, 2.860, 0.757], [2.914, 1.536, 1.832], [-2.409, -0.872, 3.622], [-2.857, -2.274, 5.640], [-0.968, -3.348, 6.826], [1.343, -3.011, 6.008], [1.754, -1.595, 4.007], [-3.462, -5.927, -4.273], [-2.208, -6.272, -3.517], [-2.146, -7.381, -2.684], [-0.997, -7.674, -1.966], [0.131, -6.869, -2.082], [1.267, -7.241, -1.323], [2.395, -6.537, -0.966], [3.457, -7.116, -0.808], [2.303, -5.183, -0.740], [1.210, -4.370, -0.386], [0.011, -4.836, 0.135], [-0.979, -3.916, 0.426], [-0.757, -2.565, 0.223], [0.414, -2.120, -0.247], [1.362, -3.002, -0.556], [0.093, -5.771, -2.934], [-1.070, -5.476, -3.626], [-4.258, -6.640, -4.060], [-3.287, -5.923, -5.350], [-3.818, -4.932, -4.002], [-3.015, -8.020, -2.577], [-0.976, -8.527, -1.297], [1.445, -8.232, -1.270], [3.217, -4.772, -0.628], [-0.146, -5.892, 0.301], [-1.929, -4.241, 0.826], [-1.475, -1.803, 0.486], [2.287, -2.599, -0.947], [0.954, -5.127, -3.052], [-1.084, -4.588, -4.247], [3.669, -1.294, -2.738], [2.369, -0.627, -3.940], [2.523, -1.622, -5.539], [2.907, 1.133, -4.318], [0.225, -1.038, -3.098], [-1.199, 0.403, -4.258], [-2.146, -0.732, -5.441], [-0.486, 1.763, -5.337], [-2.444, 1.135, -3.049], [4.625, -0.810, -2.955], [3.811, -2.373, -2.842], [3.419, -1.059, -1.701], [3.537, -1.565, -5.947], [1.834, -1.244, -6.298], [2.279, -2.673, -5.366], [3.760, 1.087, -5.003], [3.238, 1.636, -3.407], [2.134, 1.748, -4.771], [-1.463, -1.367, -6.012], [-2.742, -0.150, -6.151], [-2.822, -1.387, -4.887], [0.188, 1.357, -6.095], [0.045, 2.514, -4.754], [-1.318, 2.248, -5.859], [-2.435, 0.598, -2.100], [-3.455, 1.093, -3.465], [-2.204, 2.176, -2.833]],
  "forces_ev_per_angstrom": [[0.2, 0.4, 0.2], [0.0, 0.0, 0.0], [0.0, 0.0, 0.0], [0.0, 0.0, 0.0], [0.0, 0.0, 0.0], [0.0, 0.0, 0.0], [0.0, 0.0, 0.0], [0.0, 0.0, 0.0], [-0.1, 0.1, 0.0], [0.1, -0.1, -0.2], [0.0, -0.2, -0.1], [-0.1, 0.2, 0.1], [0.0, -0.2, -0.1], [0.0, 0.0, 0.0], [0.0, 0.0, 0.0], [0.0, 0.0, 0.0], [0.0, 0.0, 0.0], [0.0, 0.0, 0.0], [0.0, 0.0, 0.0], [0.0, 0.0, 0.1], [0.0, 0.0, 0.0], [0.0, 0.0, 0.0], [0.0, 0.0, 0.0], [0.0, 0.0, 0.0], [0.0, 0.0, 0.0], [0.0, 0.0, 0.0], [0.0, 0.0, 0.0], [0.0, 0.0, 0.0], [0.0, 0.0, 0.0], [0.0, 0.0, 0.0], [0.0, 0.0, 0.0], [0.0, 0.0, 0.0], [0.0, 0.0, 0.0], [0.0, 0.0, 0.0], [0.0, 0.0, 0.0], [0.0, 0.0, 0.0], [0.0, 0.0, 0.0], [0.0, 0.0, 0.0], [0.0, 0.0, 0.0], [0.0, 0.0, 0.2], [0.0, 0.0, -0.1], [0.0, 0.0, -0.1], [0.0, 0.0, 0.0], [0.0, 0.0, 0.0], [0.0, 0.0, 0.1], [0.2, 0.0, 0.1], [-0.3, 0.0, -0.1], [0.1, 0.1, 0.1], [0.0, 0.0, 0.0], [0.0, 0.0, 0.0], [0.0, 0.0, 0.0], [0.0, 0.0, 0.0], [0.0, 0.0, 0.0], [0.0, 0.0, 0.0], [0.0, 0.0, 0.0], [0.0, 0.0, 0.0], [0.0, 0.0, 0.0], [0.0, 0.0, 0.0], [0.0, 0.0, 0.0], [-0.1, 0.0, 0.0], [-0.1, 0.0, -0.1], [0.0, 0.0, 0.0], [0.0, 0.0, 0.0], [0.0, 0.0, 0.0], [-0.1, 0.1, -0.1], [0.0, 0.0, 0.0], [0.0, -0.1, 0.0], [0.1, -0.3, 0.0], [0.0, -0.1, 0.0], [0.0, 0.0, 0.0], [-0.1, 0.0, 0.0], [0.0, 0.0, 0.0], [0.0, 0.0, 0.0], [0.0, 0.0, 0.0], [0.0, 0.1, 0.0], [0.0, 0.0, 0.0], [0.0, 0.0, 0.0], [0.0, 0.0, 0.0], [0.0, 0.0, 0.0], [0.0, 0.0, 0.0], [0.0, 0.0, 0.0], [0.0, 0.0, 0.0], [0.0, 0.0, 0.0], [0.0, 0.0, 0.0], [0.0, 0.0, 0.0], [0.1, 0.0, 0.0], [0.0, 0.0, 0.0], [0.0, 0.0, 0.0], [0.0, 0.0, 0.0], [0.0, 0.0, 0.0]]
}